# 1
Below is a single C5H12Si molecule in a non-equilibrium geometry, with properties calculated with ωB97M-V with the def2-TZVPD basis set.

Computed properties:
Total energy = -13254.623 eV
Orbital gap = 10.470 eV
LUMO energy = 0.9 eV
ΔE to the lowest compared entry with this formula, charge and spin = 203.3 kJ/mol
2S+1 = 1
SMILES = C=CC(C)(C)[SiH3]

Element x y z (Å)
Si  1.4092  1.2564  -0.1496
C  -0.0087  -0.1783  -0.0092
C  0.5616  -1.2953  -0.8530
C  0.1130  -0.7325  1.4180
C  -1.4518  0.1463  -0.5785
C  -2.3011  1.1029  -0.3534
H  -2.1864  1.9659  0.3401
H  0.9834  -0.4447  1.9119
H  -0.1857  -2.0773  -1.0525
H  1.3486  2.3684  -1.0426
H  0.8222  -1.0433  -1.8685
H  0.2110  -1.9113  1.3601
H  -0.8145  -0.5723  1.9253
H  1.7046  1.9029  1.2047
H  -3.3253  0.9412  -0.7904
H  -1.6875  -0.7344  -1.1436
H  1.5018  -1.6516  -0.3978
H  2.6109  0.5555  -0.1959

Atomic partial charges in e from the natural (NBO) method, atoms 1 to 8:
1 Si 0.85
2 C -0.40
3 C -0.62
4 C -0.60
5 C -0.17
6 C -0.40
7 H 0.21
8 H 0.21

=====

# 2
Below is 2 unconnected molecules or ions with the total composition C5H13BClO in a non-equilibrium geometry, with properties calculated with ωB97M-V with the def2-TZVPD basis set.

Computed properties:
Total energy = -20645.140 eV
Orbital gap = 6.882 eV
LUMO energy = 3.1 eV
Net charge = -1
2S+1 = 1

Element x y z (Å)
Cl  0.8495  -3.0783  0.1554
O  0.6766  1.9991  2.6051
C  0.4361  0.3028  -2.2674
C  0.6223  -0.0333  0.1733
C  -0.1491  -0.4770  -1.0780
C  -1.6577  -0.2206  -1.0263
C  -0.0177  -0.2522  1.5587
B  0.7773  0.6237  2.5908
H  -1.9194  0.8057  -1.3097
H  0.2657  1.3777  -2.1362
H  1.5702  -0.5738  0.1702
H  -0.1734  2.2848  2.2600
H  0.0834  -1.2958  1.8522
H  0.0240  -0.0299  -3.2226
H  0.8433  1.0402  0.0659
H  -2.1510  -0.8656  -1.7613
H  0.0248  -1.5397  -1.2769
H  1.5219  0.1669  -2.2799
H  -2.1014  -0.4743  -0.0647
H  -1.0648  0.0773  1.5942
H  1.5394  0.1622  3.3972

Atomic partial charges in e from the natural (NBO) method, atoms 1 to 8:
1 Cl -0.95
2 O -0.90
3 C -0.59
4 C -0.39
5 C -0.26
6 C -0.61
7 C -0.81
8 B 0.83

=====

# 3
Below is 2 unconnected molecules or ions with the total composition C5H13BF4N3O2P in a non-equilibrium geometry, with properties calculated with ωB97M-V with the def2-TZVPD basis set.

Computed properties:
Total energy = -34799.991 eV
Orbital gap = 5.931 eV
LUMO energy = -2.5 eV
2S+1 = 1

Element x y z (Å)
P  1.3032  0.1622  -0.8907
F  4.4406  -1.4330  -0.1403
F  4.4780  0.0292  1.6472
F  6.3080  -1.3073  1.2103
F  4.3603  -2.2498  2.0158
O  1.6056  -0.8986  0.3509
O  1.1576  -0.6412  -2.3615
N  -2.3058  0.3123  -1.8407
N  -3.6054  -1.0669  -0.4203
N  -2.5214  0.9251  0.3614
C  -1.2338  1.3159  -1.7661
C  -0.2855  1.1282  -0.5543
C  -2.8382  0.0388  -0.6379
C  -0.5653  1.1991  2.0060
C  -1.0567  0.5978  0.6759
B  4.9046  -1.2390  1.1878
H  -0.7455  0.4480  2.7934
H  1.5327  -1.8079  0.0072
H  -0.6486  1.3576  -2.6959
H  -1.0260  -0.5067  0.6985
H  -3.1183  0.7640  1.1708
H  -4.6079  -1.1196  -0.5079
H  1.7358  -1.4239  -2.3245
H  0.0385  2.1457  -0.2842
H  -1.1008  2.1119  2.2945
H  -3.1247  -1.8983  -0.0996
H  0.5236  1.3214  1.9419
H  -1.8881  -0.5647  -2.1741
H  -1.7162  2.2998  -1.6635

Atomic partial charges in e from the natural (NBO) method, atoms 1 to 8:
1 P 1.33
2 F -0.60
3 F -0.59
4 F -0.57
5 F -0.59
6 O -0.94
7 O -1.00
8 N -0.49

=====

# 4
Below is 2 unconnected molecules or ions with the total composition C5H13BrN in a non-equilibrium geometry, with properties calculated with ωB97M-V with the def2-TZVPD basis set.

Computed properties:
Total energy = -76921.135 eV
Orbital gap = 10.483 eV
LUMO energy = -4.1 eV
Net charge = +1
ΔE to the lowest compared entry with this formula, charge and spin = 122.3 kJ/mol
2S+1 = 1

Element x y z (Å)
Br  3.4907  -0.2358  0.7112
N  0.7649  1.7264  -0.4164
C  0.4280  -0.0087  -2.0848
C  -0.4012  -0.2917  1.6539
C  -2.1136  0.3150  -0.0024
C  -0.6642  -0.1874  0.1727
C  0.2705  0.6415  -0.7965
H  -0.4977  0.2575  -2.6207
H  0.6949  1.9928  0.5404
H  1.5563  2.2185  -0.8881
H  -2.9143  -0.4396  0.0903
H  1.2012  0.3943  -2.6759
H  0.5238  -1.0688  -2.0071
H  -0.0858  0.6049  2.1961
H  0.2429  -1.0780  1.7899
H  4.1148  -0.5036  1.9103
H  -0.5976  -1.2355  -0.1795
H  -1.4959  -0.5543  1.9725
H  -2.5136  0.7623  -0.9248
H  -2.4281  1.1098  0.6542

Atomic partial charges in e from the natural (NBO) method, atoms 1 to 8:
1 Br -0.22
2 N -0.63
3 C -0.71
4 C -0.60
5 C -0.66
6 C -0.29
7 C 0.55
8 H 0.29

=====

# 5
Below is a gas-phase ion, C5H13BrN (charge +1) in a non-equilibrium geometry, with properties calculated with ωB97M-V with the def2-TZVPD basis set.

Computed properties:
Total energy = -76919.828 eV
Orbital gap = 11.656 eV
LUMO energy = -3.0 eV
Net charge = +1
ΔE to the lowest compared entry with this formula, charge and spin = 248.4 kJ/mol
2S+1 = 1
SMILES = CC[N+](C)(C)CBr

Element x y z (Å)
Br  -2.9013  -0.0478  0.1311
N  0.0492  -0.4540  0.0720
C  -0.2467  -1.5953  0.9348
C  1.1609  -0.7706  -0.8678
C  -1.2009  -0.2193  -0.8809
C  0.3288  2.0792  0.0072
C  0.3697  0.7852  0.8307
H  -1.3110  -1.6038  1.1770
H  -1.2857  0.4937  -1.6462
H  0.6052  2.1512  -1.0367
H  0.7629  2.8975  0.5945
H  -0.5558  0.8165  1.4629
H  -0.7605  2.3290  -0.0641
H  0.2783  -2.4392  0.4494
H  1.3936  -1.7504  -1.1760
H  0.1012  -1.4012  1.9006
H  -1.3345  -1.1707  -1.2364
H  1.1562  0.5185  1.5314
H  1.3280  -0.1884  -1.8368
H  2.0623  -0.4302  -0.3470

Atomic partial charges in e from the natural (NBO) method, atoms 1 to 8:
1 Br 0.06
2 N -0.22
3 C -0.44
4 C -0.47
5 C -0.23
6 C -0.67
7 C -0.22
8 H 0.26

=====

# 6
Below is a molecular structure, C5H13Cl2HgY in a non-equilibrium geometry, with properties calculated with ωB97M-V with the def2-TZVPD basis set.

Computed properties:
Total energy = -35653.081 eV
Orbital gap (alpha / beta) = 4.097 / 5.991 eV
LUMO energy (alpha / beta) = 5.5 / 5.4 eV
Net charge = -2
ΔE to the lowest compared entry with this formula, charge and spin = 9.1 kJ/mol
2S+1 = 1

Element x y z (Å)
Hg  0.2312  -0.2372  -2.0798
Y  -0.5335  1.3189  2.2475
Cl  -0.5724  3.5575  1.1548
Cl  0.6783  -1.1445  3.3919
C  0.4854  -2.1630  -1.2053
C  -2.3421  -0.0615  2.4514
C  2.1924  0.7017  -1.8123
C  1.4689  0.3892  3.1774
C  -1.3341  -0.1207  -3.5377
H  -0.8719  0.1373  -4.5018
H  1.5178  0.9498  4.1408
H  2.8338  -0.0629  -1.3677
H  -2.5812  -0.7568  1.6181
H  -1.7814  -1.1257  -3.5940
H  1.4161  -2.2920  -0.5722
H  -2.2953  -0.6280  3.4009
H  -0.3941  -2.6792  -0.8012
H  2.5590  0.9671  -2.8112
H  -2.0961  0.6213  -3.2663
H  2.1460  1.5865  -1.1739
H  2.4017  0.3315  2.6190
H  -3.1284  0.7108  2.5217

Atomic partial charges in e from the natural (NBO) method, atoms 1 to 8:
1 Hg 1.27
2 Y 1.24
3 Cl -0.73
4 Cl -0.08
5 C -1.07
6 C -1.38
7 C -1.26
8 C -1.05

=====

# 7
Below is a molecular structure, C5H13ClN3 in a non-equilibrium geometry, with properties calculated with ωB97M-V with the def2-TZVPD basis set.

Computed properties:
Total energy = -22379.908 eV
Orbital gap = 9.903 eV
LUMO energy = -2.9 eV
Net charge = +1
ΔE to the lowest compared entry with this formula, charge and spin = 218.7 kJ/mol
2S+1 = 1

Element x y z (Å)
Cl  -1.7172  2.6064  0.1600
N  0.5931  -0.8421  -0.1534
N  -1.7746  -2.2751  0.8156
N  0.7958  2.0864  -0.2892
C  -1.9001  -0.8436  0.2156
C  -0.6122  -0.1486  0.4011
C  -0.4341  1.6325  -0.5131
C  1.9091  -0.0664  0.1688
C  1.9070  1.2125  -0.6370
H  -2.3936  -2.2850  1.6143
H  -0.6135  1.3330  -1.6089
H  0.5535  -0.8738  -1.1689
H  1.8113  0.2087  1.2591
H  -2.7944  -0.2282  0.4440
H  1.9719  0.8570  -1.7728
H  2.8931  -0.7248  0.0094
H  2.8850  1.8650  -0.5841
H  -2.1468  -3.0346  0.2028
H  -0.3515  -0.0967  1.4137
H  0.6903  -1.8048  0.2211
H  0.8421  2.5227  0.6322
H  -2.1143  -1.1004  -0.8302

Atomic partial charges in e from the natural (NBO) method, atoms 1 to 8:
1 Cl 0.04
2 N -0.53
3 N -0.87
4 N -0.64
5 C -0.30
6 C -0.11
7 C 0.03
8 C -0.25

=====

# 8
Below is a molecular structure, C5H13ClNO7S3 in a non-equilibrium geometry, with properties calculated with ωB97M-V with the def2-TZVPD basis set.

Computed properties:
Total energy = -66247.205 eV
Orbital gap = 9.031 eV
LUMO energy = 2.7 eV
Net charge = -1
2S+1 = 1

Element x y z (Å)
Cl  2.5248  -1.5440  3.1259
S  0.4747  -2.5412  0.3634
S  2.5248  3.8485  0.9408
S  0.5120  -1.2850  2.7518
O  0.2206  0.0080  3.2747
O  2.1600  3.7352  -0.4965
O  -0.1609  -2.3568  3.3940
O  0.0829  -1.9741  -1.0789
O  -0.4237  -3.5912  0.7009
O  1.8364  -2.9212  0.2615
O  -1.6949  -3.2100  -3.4880
N  0.2790  -1.1678  1.1942
C  -2.5873  -0.9683  -3.2608
C  1.8797  2.4075  1.7896
C  -1.3062  -2.0174  -1.3858
C  1.3749  5.0205  1.6778
C  -1.4710  -1.9345  -2.9038
H  1.5775  6.0020  1.2536
H  -2.2567  -3.7373  -2.9067
H  1.5286  5.0478  2.7564
H  -3.4548  -1.1636  -2.6353
H  -2.2462  0.0386  -3.0515
H  0.3531  4.7210  1.4455
H  -1.8441  -1.1884  -0.9346
H  -2.8602  -1.0538  -4.3024
H  -0.5360  -1.5723  -3.3107
H  0.8219  2.2814  1.5649
H  2.0239  2.5290  2.8627
H  -1.7608  -2.9442  -1.0525
H  2.4280  1.5318  1.4497

Atomic partial charges in e from the natural (NBO) method, atoms 1 to 8:
1 Cl -0.30
2 S 2.50
3 S 1.24
4 S 2.26
5 O -0.97
6 O -0.99
7 O -0.93
8 O -0.71